Record 1
18
Properties=species:S:1:pos:R:3 method="wB97M-V/def2-TZVPD" total_charge=-1 spin_multiplicity=2 lumo_energy_ev="4.06 / 4.06" s2=0.75 homo_lumo_gap_ev="2.823 / 9.306"
C -1.125 -0.199 -2.519
C -0.034 -0.806 -1.559
C 0.330 0.075 -0.461
N 0.336 -0.557 0.952
C 0.432 0.324 2.187
N 1.173 1.420 2.132
N -0.158 -0.111 3.217
H -1.855 0.371 -1.845
H -0.494 0.578 -2.958
H -1.864 -0.811 -3.216
H -0.440 -1.795 -0.994
H 0.826 -1.119 -2.292
H -0.532 0.836 -0.570
H 1.404 0.599 -0.745
H -0.550 -1.113 1.126
H 1.236 1.964 3.001
H 1.995 1.323 1.524
H -0.679 -0.980 3.018



Record 2
18
Properties=species:S:1:pos:R:3 method="wB97M-V/def2-TZVPD" total_charge=-1 spin_multiplicity=2 lumo_energy_ev="3.92 / 4.15" s2=0.75 homo_lumo_gap_ev="2.597 / 9.307"
N 0.742 1.303 2.298
C -0.029 0.192 2.493
N 0.656 -0.865 2.829
H 0.304 2.213 2.331
H 1.749 1.234 2.452
H -1.139 0.293 2.335
H 0.054 -1.668 3.055
N 1.313 0.440 -2.236
C -0.175 0.337 -2.078
C -1.461 -1.028 -0.371
C -0.537 -0.945 -1.382
H 1.469 1.255 -2.834
H 1.749 -0.375 -2.674
H -0.597 0.311 -3.140
H -0.478 1.191 -1.485
H -1.802 -1.971 -0.003
H -1.786 -0.102 0.150
H -0.031 -1.816 -1.742



Record 3
18
Properties=species:S:1:pos:R:3 method="wB97M-V/def2-TZVPD" lumo_energy_ev=0.79 homo_lumo_gap_ev=7.246
C 1.390 0.053 0.770
C 0.899 0.321 -0.675
C -0.635 0.578 -0.413
C -1.579 -0.096 -1.112
N -2.485 -1.129 -0.823
N -0.985 1.596 0.547
N 2.522 -0.905 1.056
H 0.603 -0.441 1.347
H 1.615 0.995 1.239
H 1.369 1.113 -1.263
H 0.996 -0.648 -1.212
H -1.469 0.210 -2.257
H -2.449 -1.263 0.175
H -3.414 -0.959 -1.215
H -1.302 1.251 1.451
H -0.207 2.248 0.672
H 2.985 -1.192 0.204
H 2.146 -1.732 1.509



Record 4
18
Properties=species:S:1:pos:R:3 method="wB97M-V/def2-TZVPD" lumo_energy_ev=0.81 homo_lumo_gap_ev=9.442
C 1.047 0.652 1.432
C 0.887 -0.780 0.879
C -0.126 -0.904 -0.330
N -1.855 -0.619 -2.805
C -1.114 0.266 -2.277
N -0.348 0.225 -1.137
N -0.212 1.346 1.650
H 1.610 1.164 0.647
H 1.780 0.545 2.239
H 1.839 -1.204 0.566
H 0.526 -1.391 1.710
H -0.984 -1.460 0.056
H 0.371 -1.773 -0.811
H -1.778 -1.491 -2.280
H -1.061 1.271 -2.703
H 0.259 1.026 -1.083
H 0.068 2.239 2.042
H -0.909 0.889 2.206



Record 5
18
Properties=species:S:1:pos:R:3 method="wB97M-V/def2-TZVPD" lumo_energy_ev=0.86 homo_lumo_gap_ev=8.968
C 1.717 -0.108 -0.298
C 0.982 1.199 0.195
C -0.345 0.553 0.649
N -2.949 -1.077 0.279
C -2.283 -0.455 -0.611
N -1.266 0.450 -0.343
N 1.959 -0.981 0.752
H 1.216 -0.668 -1.112
H 2.647 0.130 -0.957
H 0.818 1.869 -0.648
H 1.444 1.778 1.008
H -0.169 -0.547 0.982
H -0.747 1.026 1.488
H -3.918 -0.852 0.243
H -2.698 -0.390 -1.607
H -1.132 0.921 -1.184
H 1.778 -1.898 0.377
H 2.949 -0.950 0.788



Record 6
18
Properties=species:S:1:pos:R:3 method="wB97M-V/def2-TZVPD" lumo_energy_ev=0.97 homo_lumo_gap_ev=9.279
C -0.266 0.655 -0.530
C 0.263 0.744 2.134
C -1.086 -1.729 -0.226
N 0.547 0.185 0.826
C -0.021 -0.826 -0.784
N 0.427 1.612 -1.284
N 0.622 -1.233 -1.838
H 1.546 0.208 0.646
H -1.300 0.941 -0.319
H 1.386 1.348 -1.494
H -0.043 1.921 -2.123
H 1.367 -0.603 -2.144
H 0.759 0.128 2.889
H -0.812 0.779 2.311
H 0.662 1.763 2.193
H -1.235 -1.558 0.839
H -2.033 -1.572 -0.739
H -0.782 -2.764 -0.357



Record 7
18
Properties=species:S:1:pos:R:3 method="wB97M-V/def2-TZVPD" total_charge=+2 lumo_energy_ev=-10.08 homo_lumo_gap_ev=9.797
C -2.039 -0.660 -1.158
C 0.036 -0.252 0.707
C 0.941 1.673 1.795
C 0.205 -0.598 -2.152
N -0.016 1.014 0.965
N 0.727 -1.208 1.195
N -0.756 -0.642 -1.086
H -2.570 -0.657 -2.164
H -2.472 -0.801 -0.245
H 1.461 0.953 2.235
H 1.668 2.241 1.026
H 0.542 2.489 2.332
H -0.015 0.297 -2.681
H 0.120 -1.459 -2.721
H 1.267 -0.504 -1.636
H -0.751 1.461 0.480
H 0.684 -1.268 2.247
H 0.969 -2.079 0.862



Record 8
19
Properties=species:S:1:pos:R:3 method="wB97M-V/def2-TZVPD" lumo_energy_ev=1.11 homo_lumo_gap_ev=10.005
C -0.564 0.268 1.544
C 0.507 1.272 -0.477
C 1.047 0.252 -1.470
N 0.590 0.860 0.973
N 1.811 0.203 1.265
C -2.148 -1.592 -0.971
O -1.025 -0.968 0.875
N -1.815 -0.653 -0.201
H 1.721 -0.814 1.215
H 2.117 0.472 2.192
H -0.364 -0.049 2.575
H -1.393 0.980 1.508
H 1.114 2.180 -0.520
H -0.522 1.540 -0.705
H -1.884 -2.636 -0.826
H -2.767 -1.330 -1.813
H 1.118 0.708 -2.454
H 2.043 -0.065 -1.173
H 0.414 -0.627 -1.539



Values for max |F|, hartree/bohr, ordered as above
0.1139 0.0464 0.0855 0.0708 0.1011 0.1020 0.1221 0.0232
Values for energy relative to the best compared isomer or geometry (same formula, charge and spin), kJ/mol, ordered as above
185.7 164.6 449.8 188.0 356.3 313.7 376.6 400.3